# 1
# C5H12O2

One molecule with the formula C5H12O2 (ωB97M-V with the def2-TZVPD basis set, the OMol25 dataset).

```
! wB97M-V def2-TZVPD RIJCOSX def2/J DEFGRID3
* xyz 0 1
C 2.61198 -0.74937 0.44779
C 1.64343 0.13130 -0.34414
C 0.20438 -0.08182 0.12465
O 0.08025 0.56429 1.37755
C -0.85911 0.37770 -0.87767
C -2.26761 0.02977 -0.41838
O -2.58642 0.85500 0.70138
H 3.65392 -0.60944 0.14042
H 2.53436 -0.49783 1.51025
H 2.37394 -1.81601 0.34348
H 1.71446 -0.03870 -1.42733
H 1.89324 1.18419 -0.16604
H 0.05153 -1.17275 0.24851
H -0.85600 0.78614 1.49977
H -0.68123 -0.12406 -1.83742
H -0.79748 1.45950 -1.05221
H -2.30755 -1.03419 -0.13456
H -2.99396 0.19136 -1.22725
H -3.41212 0.54492 1.09120
*
```

orbital gap: 0.388 Ha
HOMO energy: -9.81 eV
SMILES: CC[C@@H](O)CCO

# 2
# C42H60Cl3GeI2N5O2P2SeY

C42H60Cl3GeI2N5O2P2SeY as an isolated structure at a distorted geometry (ωB97M-V with the def2-TZVPD basis set, the OMol25 dataset).

```
! wB97M-V def2-TZVPD RIJCOSX def2/J DEFGRID3
* xyz -1 1
Y 0.49822 -1.70570 0.76729
O 4.28892 -2.42397 -0.13995
C 3.70914 -1.53363 0.48683
O 2.67865 -1.73122 1.21906
C 4.23027 -0.11832 0.34298
C 5.61808 -0.00857 0.24286
C 6.22122 1.20034 -0.04181
C 5.42090 2.30555 -0.29815
C 4.04652 2.18832 -0.21508
C 3.40908 0.99904 0.15445
P 1.49539 0.85225 0.31109
C 1.24183 1.94452 -1.10995
C 0.60904 3.17562 -1.04564
C 0.48539 3.96696 -2.17861
C 0.98984 3.52617 -3.39427
C 1.64271 2.30226 -3.45853
C 1.77672 1.52356 -2.32174
C 1.43088 1.72966 1.95068
C 0.51830 1.31169 2.91757
C 0.50373 1.85715 4.18881
C 1.38324 2.87580 4.52421
C 2.28571 3.31964 3.57182
C 2.31991 2.73883 2.31149
H 6.20994 -0.90584 0.36651
H 7.30000 1.27342 -0.10269
H 5.86749 3.25402 -0.57234
H 3.44436 3.06004 -0.44868
H 0.20732 3.51273 -0.10732
H -0.00591 4.93010 -2.10522
H 0.89566 4.13940 -4.28136
H 2.06154 1.95548 -4.39553
H 2.33633 0.59433 -2.36432
H -0.20923 0.56161 2.65762
H -0.20915 1.48293 4.91341
H 1.36816 3.31331 5.51460
H 2.98266 4.11468 3.80519
H 3.05856 3.09858 1.61300
I -1.92460 -3.34058 0.17282
I 0.69234 -4.10473 3.22135
C 0.24003 -1.96808 3.13785
H 1.06629 -1.54578 3.71757
H -0.66368 -1.88810 3.74702
N -0.68304 0.54093 0.39435
P -2.10553 1.13296 0.31260
N -2.23532 2.82567 0.43512
C -1.72462 3.41821 1.66677
C -1.60407 4.93159 1.53092
C -2.97210 5.58824 1.32474
C -3.91726 4.63200 0.58712
C -3.14180 3.68391 -0.32083
N -3.18826 0.58263 1.46420
C -2.98283 -0.62115 2.25608
C -3.61645 -0.43679 3.62623
C -5.14478 -0.30323 3.49440
C -5.52848 0.17072 2.08838
C -4.51518 1.18068 1.56371
N -2.93518 0.91585 -1.14999
C -3.51418 -0.38794 -1.43389
C -4.54466 -0.26730 -2.54599
C -3.89774 0.30942 -3.80055
C -3.18356 1.61720 -3.47704
C -2.22434 1.43525 -2.30854
H -0.75211 2.97687 1.89734
H -2.37832 3.17479 2.52289
H -0.95797 5.15322 0.67821
H -1.10185 5.33592 2.41208
H -2.85290 6.51810 0.76208
H -3.40721 5.86390 2.28896
H -4.65575 5.18369 0.00003
H -4.47573 4.03680 1.31112
H -2.56895 4.28410 -1.04905
H -3.81869 3.05868 -0.90143
H -1.91258 -0.80626 2.33656
H -3.39792 -1.51375 1.76396
H -3.19193 0.46381 4.07954
H -3.35172 -1.27526 4.27300
H -5.52479 0.40443 4.23632
H -5.62861 -1.26063 3.70135
H -6.52521 0.61899 2.09037
H -5.56906 -0.67645 1.40019
H -4.49558 2.04394 2.24709
H -4.82574 1.55384 0.58264
H -3.95583 -0.79344 -0.52396
H -2.73286 -1.10269 -1.73149
H -5.35972 0.38478 -2.21133
H -4.97485 -1.25009 -2.75309
H -4.63431 0.45298 -4.59600
H -3.16443 -0.41387 -4.17770
H -3.92255 2.37911 -3.20702
H -2.63785 1.99224 -4.34737
H -1.73017 2.37418 -2.05144
H -1.41880 0.73796 -2.58835
C 4.33393 -5.89746 -2.57388
Ge 4.37379 -6.00352 -0.61454
C 4.25550 -7.89826 -0.09542
C 6.04908 -5.25431 0.05529
C 2.84957 -5.07083 0.20879
Se 1.85529 -3.87480 -0.95899
C 0.64764 -5.22502 -1.64027
H 5.34249 -6.02297 -2.96758
H 3.95562 -4.92761 -2.89555
H 3.70030 -6.67598 -2.99900
H 5.13011 -8.45364 -0.43344
H 3.36839 -8.36040 -0.52822
H 4.19055 -7.99233 0.98841
H 6.90463 -5.70384 -0.45019
H 6.14450 -5.43738 1.12585
H 6.04452 -4.17943 -0.10836
H 3.20799 -4.43497 1.01474
H 2.11938 -5.76722 0.62627
H 1.22171 -5.97074 -2.18886
H -0.06810 -4.74007 -2.30048
H 0.10283 -5.66805 -0.80980
Cl -0.32615 -3.07390 -4.83974
C 0.42099 -1.53576 -4.37389
Cl 2.16131 -1.56483 -4.70053
Cl -0.33954 -0.19468 -5.24307
C 0.24548 -1.37681 -2.93464
N 0.16973 -1.37739 -1.79105
*
```

orbital gap: 0.253 Ha
HOMO energy: -4.92 eV

# 3
# C30H28AuBN6S4

C30H28AuBN6S4 as an isolated structure at a distorted geometry (ωB97M-V with the def2-TZVPD basis set, the OMol25 dataset).

```
! wB97M-V def2-TZVPD RIJCOSX def2/J DEFGRID3
* xyz 0 3
Au -0.55412 0.45579 0.20782
C 1.32455 -4.02148 -2.55617
C 0.38100 -2.95283 -2.22043
C -0.86160 -2.69205 -2.81562
C -1.27366 -1.48117 -2.29820
N -0.34198 -0.98620 -1.50765
N 0.68804 -1.86572 -1.48166
B 1.92399 -1.65668 -0.54030
N 2.40163 -0.15374 -0.54082
N 1.51831 0.86075 -0.33823
C 2.08813 1.99342 -0.64320
C 3.41861 1.72864 -1.05277
C 3.55456 0.34724 -0.99995
C 4.82543 -0.39294 -1.28447
C 1.43048 3.30496 -0.66232
C 2.06840 4.33517 -0.03210
C 1.49046 5.59946 0.02837
C 0.28533 5.79224 -0.64529
C -0.32724 4.78377 -1.36508
C 0.23023 3.52236 -1.35159
N 1.50395 -2.20787 0.87558
N 0.30570 -1.83170 1.33396
C 0.35650 -1.76871 2.63385
C 1.63230 -2.13647 3.11182
C 2.31688 -2.45311 2.01507
C 3.66182 -3.03008 1.79204
C -0.82478 -1.21837 3.39500
C -2.06860 -1.88351 3.32084
C -3.19084 -1.41509 3.89553
C -3.04984 -0.21099 4.60162
C -1.87345 0.49740 4.70844
C -0.69601 -0.02134 4.08203
C -2.59653 -0.79062 -2.44959
C -3.75921 -1.40083 -2.10434
C -5.01957 -0.80234 -2.27746
C -5.08792 0.47549 -2.74887
C -3.87725 1.16746 -3.05639
C -2.65485 0.56375 -2.89046
H 0.80796 -4.90242 -2.16155
H 2.36998 -3.87375 -2.20236
H 1.33040 -4.11279 -3.72945
H -1.41184 -3.41261 -3.40669
H 2.87277 -2.27155 -0.92533
H 4.12357 2.48087 -1.33943
H 5.58682 0.34611 -1.46553
H 4.83958 -1.14450 -2.07867
H 5.10752 -0.97526 -0.42015
H 2.95268 4.14908 0.50746
H 1.93750 6.38726 0.56809
H -0.20051 6.71066 -0.46304
H -1.28353 4.98038 -1.78459
H -0.26122 2.62387 -1.73132
H 1.99963 -2.20639 4.12095
H 4.10129 -3.27355 2.74906
H 4.28922 -2.33424 1.22881
H 3.60604 -3.86524 1.11998
H -2.05239 -2.77003 2.66323
H -4.12979 -1.90561 3.87368
H -3.92309 0.10495 5.25439
H -1.75118 1.42564 5.31211
H 0.19243 0.53426 4.14369
H -3.73287 -2.40457 -1.73911
H -5.95060 -1.34923 -1.99979
H -6.01240 1.02930 -2.85981
H -3.87595 2.15782 -3.45265
H -1.75206 1.06854 -3.14378
S -0.51487 2.76116 1.95551
S -2.32103 3.42461 1.90777
S -3.48179 2.20840 0.56502
S -2.81110 0.35481 0.79447
*
```

orbital gap (alpha / beta): 0.288 / 0.233 Ha
HOMO energy (alpha / beta): -7.43 / -8.10 eV
expectation value of S²: 2.01